(1)
Molecular formula: C3H9I3Si2
Method: DFT, ωB97M-V/def2-TZVPD

XYZ file:
```
17
C3H9I3Si2 | the OMol25 dataset | ωB97M-V/def2-TZVPD
C 0.9939 0.4666 1.7982
C 0.9538 -2.0355 -0.6355
C 0.7588 1.5107 -1.1536
Si 0.2989 0.1955 0.0916
Si -2.1008 -0.0084 -0.0585
I -3.4644 2.0911 0.2132
I -3.0685 -1.0719 -2.0644
I -2.9704 -1.3687 1.8466
H 0.2388 -0.0099 2.4137
H 1.9802 0.0639 2.1425
H 0.9631 1.6397 2.0428
H 1.9906 -2.1482 -0.5643
H 0.3918 -2.6532 0.0382
H 0.4246 -2.1479 -1.6939
H 1.7669 1.5101 -1.6193
H 0.0134 1.4479 -2.0300
H 0.8293 2.5181 -0.7672
```

## Properties
LUMO: -0.4 eV
Energy above the lowest of the compared OMol25 structures with the same formula, charge and spin: 52.75 kcal/mol

Here are the natural (NBO) charges for atoms 1 to 5, given in e: number 1, C, carries -1.162; number 2, C, carries -0.872; number 3, C, carries -1.171; number 4, Si, carries 1.180; number 5, Si, carries 0.349

(2)
Molecular formula: C4H11NO
Method: DFT, ωB97M-V/def2-TZVPD

XYZ file:
```
17
C4H11NO | the OMol25 dataset | ωB97M-V/def2-TZVPD
C -1.1314 1.2268 1.9502
N 0.0916 0.9659 1.1795
C -0.1418 0.5923 -0.2436
C 0.3770 -0.7875 -0.6113
C 0.6288 -0.9278 -2.1033
O 1.6347 -1.0876 0.0178
H -1.1201 2.1923 2.4535
H -2.0462 1.2256 1.3419
H -1.2805 0.4889 2.6955
H 0.5170 0.1458 1.5878
H 0.3177 1.4088 -0.8001
H -1.2155 0.6385 -0.4260
H -0.3320 -1.5460 -0.3028
H 1.2151 -1.8184 -2.3070
H 1.1981 -0.0746 -2.4509
H -0.2480 -0.9625 -2.7517
H 1.5353 -1.6806 0.7707
```

## Properties
Structure (SMILES): CNC[C@@H](C)O
LUMO: 0.8 eV
Energy above the lowest of the compared OMol25 structures with the same formula, charge and spin: 34.11 kcal/mol

Here are the natural (NBO) charges for atoms 1 to 5, given in e: number 1, C, carries -0.415; number 2, N, carries -0.613; number 3, C, carries -0.241; number 4, C, carries 0.079; number 5, C, carries -0.624

(3)
Molecular formula: C11H25N2O2S
Method: DFT, ωB97M-V/def2-TZVPD

XYZ file:
```
41
C11H25N2O2S | the OMol25 dataset | ωB97M-V/def2-TZVPD
C -2.4610 -2.2933 -0.8832
C -2.4497 -0.8467 -1.3976
N -2.0251 0.1768 -0.3332
C -3.1008 0.0617 0.7990
C -2.4619 -0.4066 1.9983
H -1.8557 0.4676 2.5074
H -2.0245 -1.2899 2.2482
H -3.2657 -0.3136 2.8005
H -3.9824 -0.6224 0.5295
H -3.6031 1.0244 0.8575
C -1.9767 1.6417 -0.8270
C -1.3669 2.4960 0.0433
H -1.2423 3.2067 -0.4286
H -1.8090 2.5584 1.1090
C 0.1750 1.9860 0.3320
N 0.8917 1.9803 -0.6428
H 1.1945 2.8060 -0.9835
C 2.1176 1.1367 -0.8052
C 1.9065 -0.1021 -1.4466
H 2.6022 -0.6374 -1.7772
H 0.8677 -0.2291 -2.0947
S 1.4131 -1.0752 0.2877
O 0.1108 -0.9621 0.5565
O 1.9676 -2.4503 0.1894
C 2.5208 0.0339 1.0148
C 3.1068 1.0317 0.3805
H 4.0524 0.6121 0.0627
H 3.0834 2.1063 0.9182
H 1.8099 0.1407 2.1918
H 3.3581 -0.8031 1.7040
H 2.7879 1.7877 -1.6938
H 0.5467 2.6691 1.0920
H 0.2294 1.0399 0.8984
H -1.2601 1.2197 -1.7169
H -2.8985 1.7899 -1.1953
H -1.2377 -0.1096 0.0967
H -1.9124 -0.6693 -2.4173
H -3.6209 -0.5571 -1.4346
H -3.2562 -2.5018 -0.1845
H -2.8188 -2.8020 -1.7315
H -1.4361 -2.5926 -0.4307
```

## Properties
LUMO: -2.3 eV
Energy above the lowest of the compared OMol25 structures with the same formula, charge and spin: 299.20 kcal/mol
Net charge: +1

Here are the natural (NBO) charges for atoms 1 to 5, given in e: number 1, C, carries -0.650; number 2, C, carries -0.219; number 3, N, carries -0.410; number 4, C, carries -0.224; number 5, C, carries -0.676

Number 1: HOMO-LUMO gap 8.75 eV, total energy -43316.2464 eV. Number 2: HOMO-LUMO gap 9.59 eV, total energy -7863.0745 eV. Number 3: HOMO-LUMO gap 9.89 eV, total energy -29703.9341 eV.